Record 1
Below is C29H40BF4N5O3PRe as an isolated structure in a non-equilibrium geometry, with properties calculated with ωB97M-V/def2-TZVPD.

The geometry in ORCA input format:
```
! wB97M-V def2-TZVPD RIJCOSX def2/J DEFGRID3
* xyz 1 4
Re -0.067 -1.269 0.742
C -1.179 1.391 4.881
C -1.283 0.351 3.758
C -2.777 0.148 3.456
P -0.311 0.791 2.215
C 1.080 1.915 2.649
C 2.199 1.214 3.512
C 1.554 2.724 1.449
C -1.452 1.667 1.175
C -1.928 2.936 1.512
C -2.845 3.575 0.679
C -3.412 4.997 1.051
C -3.268 2.930 -0.478
C -2.711 1.751 -0.881
C -1.774 1.089 -0.066
N -1.167 -0.128 -0.458
C -1.138 -0.423 -1.899
C -0.400 0.385 -2.798
C 0.379 1.620 -2.291
C -0.354 0.035 -4.129
C -1.043 -1.098 -4.615
C -1.007 -1.427 -6.072
C -1.811 -1.844 -3.728
C -1.884 -1.522 -2.347
C -2.730 -2.404 -1.477
H -1.804 1.032 5.706
H -1.589 2.332 4.480
H -0.193 1.575 5.291
H -0.866 -0.603 4.112
H -3.292 1.090 3.488
H -3.172 -0.517 4.213
H -2.927 -0.274 2.472
H 0.559 2.592 3.328
H 2.719 0.370 2.989
H 1.817 0.918 4.470
H 2.964 1.933 3.655
H 2.316 2.243 0.858
H 2.016 3.606 1.870
H 0.759 3.057 0.800
H -1.576 3.452 2.364
H -3.219 5.246 2.091
H -4.470 4.966 0.819
H -2.979 5.787 0.438
H -3.915 3.452 -1.145
H -2.984 1.308 -1.826
H 0.774 1.468 -1.261
H -0.251 2.509 -2.262
H 1.166 1.799 -2.982
H 0.173 0.686 -4.791
H -1.702 -0.837 -6.636
H -1.266 -2.471 -6.209
H -0.057 -1.271 -6.543
H -2.421 -2.669 -4.092
H -2.180 -3.299 -1.154
H -3.666 -2.671 -1.978
H -2.977 -1.862 -0.563
N 0.924 -2.409 2.377
N -0.041 -2.905 3.284
C -1.392 -2.839 2.821
O -2.291 -3.372 3.385
O -1.547 -2.074 1.774
H 1.406 -3.173 1.885
H 1.635 -1.897 2.879
H 0.130 -3.902 3.510
N 5.753 -1.020 -3.702
C 5.443 -0.187 -2.682
O 6.115 0.734 -2.304
C 4.080 -0.476 -2.007
C 3.943 0.058 -0.733
C 2.777 -0.170 -0.008
N 1.737 -0.884 -0.492
C 1.848 -1.351 -1.759
C 2.983 -1.165 -2.526
H 6.646 -0.940 -4.190
H 5.310 -1.887 -3.737
H 4.734 0.702 -0.307
H 2.644 0.214 0.980
H 0.997 -1.902 -2.169
H 2.965 -1.538 -3.548
F 2.049 -4.149 0.737
B 0.994 -4.533 -0.126
F 0.063 -5.321 0.412
F 1.549 -4.819 -1.300
F 0.118 -3.145 -0.294
*
```

F_max	2.03	eV Å⁻¹
E_LUMO (alpha / beta)	-3.33 / -4.31	eV
HOMO-LUMO gap (alpha / beta)	0.2648 / 0.2469	hartree
energy above the lowest of the compared OMol25 structures with the same formula, charge and spin	4.2	kcal/mol

Record 2
Below is an isolated molecule of C3H4P2 in a non-equilibrium geometry, with properties calculated with ωB97M-V/def2-TZVPD.

The geometry in ORCA input format:
```
! wB97M-V def2-TZVPD RIJCOSX def2/J DEFGRID3
* xyz 0 1
C -1.585 0.010 0.340
C 0.395 0.043 -1.175
C 0.079 0.029 1.133
P -0.478 1.394 -0.248
P -0.529 -1.271 -0.213
H 0.079 -0.092 -2.187
H 1.419 0.181 -1.167
H 1.145 -0.250 1.474
H -0.525 -0.045 2.042
*
```

F_max	2.96	eV Å⁻¹
E_LUMO	0.42	eV
HOMO-LUMO gap	0.3218	hartree
energy above the lowest of the compared OMol25 structures with the same formula, charge and spin	80.1	kcal/mol

Record 3
Below is an isolated molecule of C2HCl4OP in a non-equilibrium geometry, with properties calculated with ωB97M-V/def2-TZVPD.

The geometry in ORCA input format:
```
! wB97M-V def2-TZVPD RIJCOSX def2/J DEFGRID3
* xyz 0 1
C -0.607 -0.406 -0.082
C -0.387 -0.672 1.292
O 0.638 2.124 -0.371
P 0.468 0.756 -0.883
Cl -1.366 -1.691 2.181
Cl 1.009 -0.062 2.067
Cl 2.168 -0.237 -1.195
Cl -0.351 0.929 -2.687
H -1.573 -0.742 -0.323
*
```

F_max	5.34	eV Å⁻¹
E_LUMO	-0.49	eV
HOMO-LUMO gap	0.3574	hartree
SMILES string	O=P(Cl)(Cl)C=C(Cl)Cl
energy above the lowest of the compared OMol25 structures with the same formula, charge and spin	0.0	kcal/mol

Record 4
Below is a 9-piece molecular cluster, C42H96F9N7O6PS overall in a non-equilibrium geometry, with properties calculated with ωB97M-V/def2-TZVPD.

The geometry in ORCA input format:
```
! wB97M-V def2-TZVPD RIJCOSX def2/J DEFGRID3
* xyz 5 1
C 13.201 20.680 7.831
C 12.926 19.209 7.857
O 13.122 18.436 8.715
N 12.521 18.608 6.476
H 11.491 18.542 6.476
H 12.628 19.274 5.708
C 13.100 17.237 6.179
H 13.787 20.970 8.694
H 12.246 21.218 7.829
H 13.712 20.932 6.899
H 14.177 17.302 6.024
H 12.504 16.883 5.344
H 12.915 16.646 7.074
C 13.959 18.241 -0.923
C 14.106 16.867 -0.364
O 14.482 15.904 -0.922
N 13.451 16.644 1.037
H 13.440 17.553 1.498
H 12.460 16.392 0.954
C 14.200 15.632 1.898
H 13.167 18.821 -0.443
H 13.762 18.145 -1.989
H 14.858 18.856 -0.827
H 13.441 14.996 2.339
H 14.719 16.190 2.674
H 14.892 15.067 1.286
C 18.158 21.109 1.577
C 17.988 19.926 2.458
O 18.741 19.046 2.655
N 16.952 20.101 3.644
H 16.047 20.530 3.459
H 16.775 19.085 3.772
C 17.579 20.647 4.892
H 18.439 20.768 0.578
H 18.990 21.718 1.938
H 17.296 21.765 1.469
H 18.127 19.848 5.386
H 16.807 20.972 5.585
H 18.187 21.499 4.601
C 16.241 19.526 14.812
C 16.507 18.750 13.526
C 17.512 19.489 12.649
N 17.593 19.034 11.208
C 16.241 18.986 10.585
C 18.575 19.903 10.493
C 18.815 19.191 9.182
C 19.009 17.729 9.683
C 18.278 17.676 11.024
H 16.040 20.586 14.651
H 17.059 19.473 15.535
H 15.409 19.079 15.356
H 15.554 18.656 13.010
H 16.894 17.763 13.775
H 18.503 19.299 13.065
H 17.352 20.567 12.620
H 15.864 20.008 10.631
H 15.669 18.189 11.048
H 16.346 18.708 9.536
H 18.271 20.950 10.415
H 19.497 19.903 11.076
H 17.959 19.308 8.515
H 19.672 19.544 8.615
H 18.548 17.061 8.955
H 20.064 17.470 9.721
H 17.427 16.998 10.971
H 18.791 17.392 11.937
C 14.438 9.103 8.431
C 13.720 9.398 7.104
C 14.260 10.618 6.370
N 13.207 11.434 5.653
C 12.528 10.673 4.574
C 13.962 12.621 5.045
C 14.043 13.675 6.135
C 12.845 13.406 7.067
C 12.220 12.104 6.583
H 15.518 9.091 8.318
H 14.060 8.166 8.838
H 14.100 9.804 9.199
H 12.678 9.600 7.367
H 13.760 8.519 6.463
H 14.989 10.328 5.608
H 14.828 11.313 6.994
H 11.918 11.383 4.024
H 11.870 9.947 5.049
H 13.259 10.133 3.980
H 13.466 12.875 4.108
H 14.965 12.315 4.744
H 13.910 14.655 5.661
H 14.985 13.761 6.662
H 12.146 14.234 7.133
H 13.229 13.212 8.064
H 11.349 12.256 5.944
H 11.935 11.445 7.396
C 21.192 18.685 6.255
C 21.540 18.676 4.774
C 22.610 17.652 4.482
N 23.377 17.914 3.214
C 22.497 18.117 2.046
C 24.347 16.765 2.976
C 25.549 17.355 2.290
C 25.762 18.620 3.116
C 24.329 19.130 3.339
H 22.099 18.821 6.859
H 20.740 17.770 6.633
H 20.602 19.567 6.505
H 21.876 19.678 4.493
H 20.559 18.573 4.304
H 22.208 16.644 4.376
H 23.335 17.682 5.294
H 23.048 18.154 1.111
H 21.931 19.028 2.205
H 21.819 17.262 1.998
H 23.840 15.910 2.527
H 24.631 16.425 3.975
H 25.331 17.552 1.239
H 26.412 16.692 2.296
H 26.313 19.338 2.509
H 26.300 18.558 4.060
H 24.137 19.830 2.527
H 24.104 19.654 4.262
C 21.642 11.382 -1.839
C 20.580 11.769 -0.799
C 21.147 11.599 0.589
N 20.308 12.217 1.694
C 19.095 11.380 1.858
C 19.912 13.665 1.450
C 19.848 14.331 2.836
C 20.626 13.417 3.818
C 21.137 12.271 2.947
H 22.581 11.922 -1.709
H 21.275 11.449 -2.861
H 21.903 10.321 -1.759
H 19.793 11.036 -1.002
H 20.171 12.752 -1.029
H 22.143 12.039 0.642
H 21.248 10.541 0.829
H 19.387 10.368 2.126
H 18.521 11.333 0.936
H 18.449 11.825 2.616
H 18.954 13.692 0.937
H 20.664 14.055 0.766
H 18.812 14.380 3.166
H 20.223 15.345 2.716
H 20.023 13.116 4.666
H 21.495 13.985 4.144
H 21.112 11.285 3.409
H 22.175 12.446 2.677
C 15.815 14.420 9.387
F 17.092 14.619 9.064
F 15.103 15.441 8.804
F 15.405 13.290 8.780
S 15.443 14.316 11.192
O 14.013 14.172 11.171
O 16.215 13.162 11.556
O 15.934 15.580 11.721
P 17.251 16.512 5.511
F 16.215 17.575 4.778
F 18.364 16.810 4.302
F 17.965 17.656 6.379
F 18.261 15.402 6.090
F 16.249 16.213 6.668
F 16.707 15.338 4.489
*
```

F_max	4.57	eV Å⁻¹
E_LUMO	-11.76	eV
HOMO-LUMO gap	0.1623	hartree
energy above the lowest of the compared OMol25 structures with the same formula, charge and spin	17.2	kcal/mol

Record 5
Below is a 15-piece molecular cluster, H30O15 overall in a non-equilibrium geometry, with properties calculated with ωB97M-V/def2-TZVPD.

The geometry in ORCA input format:
```
! wB97M-V def2-TZVPD RIJCOSX def2/J DEFGRID3
* xyz 0 1
O -0.736 -1.848 1.930
H -1.417 -1.998 2.601
H 0.038 -2.288 2.308
O 1.734 2.502 0.326
H 2.283 1.841 0.765
H 2.316 2.892 -0.328
O -3.495 1.823 -0.985
H -3.390 2.020 -1.895
H -2.540 1.725 -0.888
O -0.820 -3.203 -1.426
H -0.144 -2.496 -1.408
H -1.560 -2.933 -0.916
O 1.864 -2.738 0.271
H 1.201 -3.420 0.432
H 1.804 -2.485 -0.644
O 0.916 -0.175 3.156
H 0.780 -0.285 4.120
H 0.260 -0.769 2.775
O 0.062 -0.376 -0.453
H -0.198 -0.831 0.328
H -0.228 0.457 -0.203
O 1.897 0.996 -2.161
H 1.506 0.422 -1.487
H 2.792 1.105 -1.813
O -0.435 1.367 -3.578
H 0.309 1.460 -2.964
H -0.522 2.245 -3.964
O 1.554 -1.884 -2.460
H 0.960 -1.599 -3.105
H 1.718 -2.841 -2.651
O 0.297 2.523 2.904
H 0.174 1.608 2.515
H 0.950 2.893 2.309
O 2.533 -0.222 0.840
H 1.743 -0.592 0.418
H 2.553 -0.653 1.692
O -3.134 -0.977 0.126
H -3.109 -1.959 0.199
H -2.682 -0.628 -0.658
O -0.895 2.214 -0.761
H -0.134 2.558 -1.228
H -0.906 2.624 0.093
O -1.713 0.838 2.101
H -1.627 -0.094 1.945
H -2.574 1.168 1.800
*
```

F_max	3.71	eV Å⁻¹
E_LUMO	-0.43	eV
HOMO-LUMO gap	0.3521	hartree
energy above the lowest of the compared OMol25 structures with the same formula, charge and spin	49.9	kcal/mol

Record 6
Below is C44H44CdN4O2 as an isolated structure in a non-equilibrium geometry, with properties calculated with ωB97M-V/def2-TZVPD.

The geometry in ORCA input format:
```
! wB97M-V def2-TZVPD RIJCOSX def2/J DEFGRID3
* xyz 0 1
Cd 0.045 -0.616 -0.271
O 0.043 0.043 1.635
C 0.851 -0.401 2.661
C 1.925 -1.450 2.170
C 2.787 -0.909 1.074
C 3.992 -0.267 1.331
C 4.692 0.288 0.274
C 4.187 0.176 -1.010
C 2.992 -0.504 -1.212
C 2.400 -0.675 -2.580
C 1.227 0.344 -2.873
O 0.070 -0.017 -2.206
C 0.849 0.299 -4.367
C 0.194 1.387 -4.943
C -0.333 1.309 -6.222
C -0.217 0.137 -6.955
C 0.432 -0.951 -6.395
C 0.958 -0.869 -5.112
C 1.774 1.739 -2.517
C 2.816 2.285 -3.266
C 3.324 3.537 -2.960
C 2.807 4.261 -1.893
C 1.772 3.724 -1.145
C 1.252 2.474 -1.461
N 2.315 -1.029 -0.178
C 1.597 0.787 3.300
C 2.020 0.772 4.625
C 2.662 1.875 5.172
C 2.889 3.006 4.402
C 2.481 3.024 3.076
C 1.838 1.922 2.532
C -0.052 -1.064 3.715
C 0.075 -2.367 4.176
C -0.859 -2.903 5.058
C -1.929 -2.142 5.495
C -2.058 -0.830 5.051
C -1.128 -0.303 4.174
H 1.382 -2.318 1.789
H 2.536 -1.743 3.025
H 4.360 -0.189 2.345
H 5.623 0.811 0.451
H 4.710 0.613 -1.850
H 1.974 -1.676 -2.660
H 3.174 -0.545 -3.336
H 0.091 2.305 -4.378
H -0.843 2.167 -6.644
H -0.629 0.072 -7.955
H 0.524 -1.876 -6.952
H 1.458 -1.734 -4.693
H 3.223 1.728 -4.102
H 4.122 3.953 -3.564
H 3.202 5.241 -1.657
H 1.355 4.282 -0.313
H 0.409 2.082 -0.910
H 1.843 -0.105 5.237
H 2.975 1.855 6.209
H 3.374 3.872 4.835
H 2.657 3.897 2.459
H 1.502 1.933 1.504
H 0.905 -2.987 3.858
H -0.749 -3.925 5.399
H -2.653 -2.560 6.183
H -2.891 -0.222 5.384
H -1.221 0.715 3.816
N -0.921 -2.878 -0.279
C -1.590 -3.810 -0.282
C -2.414 -4.976 -0.287
C -1.972 -6.138 0.346
C -2.772 -7.266 0.331
C -4.004 -7.241 -0.307
C -4.442 -6.082 -0.934
C -3.653 -4.947 -0.928
H -1.011 -6.145 0.841
H -2.433 -8.170 0.820
H -4.625 -8.127 -0.317
H -5.403 -6.064 -1.431
H -3.981 -4.039 -1.416
C -4.294 2.286 0.582
C -2.945 2.679 -0.033
C -3.123 2.959 -1.529
C -2.394 3.919 0.664
N -1.908 1.654 0.128
N -2.177 0.370 -0.408
H -5.017 3.091 0.445
H -4.196 2.090 1.653
H -4.706 1.396 0.099
H -3.740 3.845 -1.678
H -3.613 2.121 -2.030
H -2.147 3.115 -1.992
H -3.096 4.751 0.593
H -1.449 4.208 0.203
H -2.213 3.712 1.722
H -1.642 1.525 1.099
H -2.158 0.431 -1.421
H -3.065 -0.008 -0.089
*
```

F_max	1.28	eV Å⁻¹
E_LUMO	-0.16	eV
HOMO-LUMO gap	0.2890	hartree
energy above the lowest of the compared OMol25 structures with the same formula, charge and spin	5.4	kcal/mol

Record 7
Below is an isolated molecule of C4H9NO2, with properties calculated with ωB97M-V/def2-TZVPD.

The geometry in ORCA input format:
```
! wB97M-V def2-TZVPD RIJCOSX def2/J DEFGRID3
* xyz 0 1
C -1.094 1.501 -0.224
C -0.270 0.305 0.255
C -1.037 -1.018 0.154
O -0.392 -2.100 0.776
N 0.979 0.360 -0.522
C 2.177 -0.143 0.031
O 2.363 -1.261 0.446
H -0.486 2.408 -0.146
H -2.032 1.620 0.333
H -1.328 1.375 -1.290
H 0.005 0.435 1.312
H -2.008 -0.899 0.654
H -1.253 -1.221 -0.913
H 0.548 -2.093 0.527
H 0.863 0.114 -1.503
H 2.965 0.619 0.111
*
```

F_max	0.51	eV Å⁻¹
E_LUMO	0.73	eV
HOMO-LUMO gap	0.3803	hartree
SMILES string	C[C@@H](CO)NC=O
energy above the lowest of the compared OMol25 structures with the same formula, charge and spin	39.4	kcal/mol

Record 8
Below is a 2-piece molecular cluster, C7H9FN2 overall in a non-equilibrium geometry, with properties calculated with ωB97M-V/def2-TZVPD.

The geometry in ORCA input format:
```
! wB97M-V def2-TZVPD RIJCOSX def2/J DEFGRID3
* xyz 0 3
C 2.009 0.030 -0.801
C 1.500 1.208 -0.582
C 1.393 -1.172 -0.358
C 0.279 1.425 0.221
C 0.259 -1.105 0.362
C -0.254 0.126 0.884
C -1.288 0.173 1.715
N -2.879 -0.170 -0.246
N -3.988 -0.459 -0.330
F -4.987 0.636 0.108
H 2.887 -0.183 -1.370
H 1.776 2.298 -0.813
H 1.645 -2.215 -0.561
H -0.606 1.751 -0.475
H -0.243 -1.988 0.766
H -1.671 1.100 2.323
H -1.683 -0.639 2.109
H -2.255 0.582 0.143
H 0.565 2.297 0.851
*
```

F_max	7.34	eV Å⁻¹
E_LUMO (alpha / beta)	0.73 / -2.60	eV
HOMO-LUMO gap (alpha / beta)	0.2511 / 0.2820	hartree
energy above the lowest of the compared OMol25 structures with the same formula, charge and spin	35.7	kcal/mol